The molecule C7H9ClN2. Source: the OMol25 dataset; level of theory: wB97M-V/def2-TZVPD.

```
19
Properties=species:S:1:pos:R:3:forces:R:3
C -1.699 -1.405 1.257 0.5836 -0.0413 0.0089
C -0.331 -1.482 0.774 1.2034 1.4794 -1.2380
C -2.087 0.911 1.465 -0.9812 0.3204 -1.4758
C 1.518 0.059 -1.891 3.8197 -1.6396 -1.9778
C 2.131 0.772 -0.782 1.5608 -2.7325 -0.4237
C -1.591 1.350 0.288 -0.8038 0.6691 2.2907
C 1.404 -0.566 -0.536 3.6305 -1.5309 0.2882
N -2.434 -0.433 1.629 0.0781 -0.5286 0.1703
N 0.134 -0.536 -0.008 -0.2085 -3.0113 2.0127
Cl -1.537 3.021 -0.033 0.0599 0.6835 -0.2825
H -1.942 -2.454 1.289 -1.6753 -0.2586 0.8025
H 0.114 -2.489 1.138 0.2435 1.7701 -0.9615
H -2.652 1.635 2.066 0.5346 -0.4687 0.2060
H 0.648 0.329 -2.358 -2.0765 0.9170 -0.7986
H 2.321 -0.293 -2.664 -1.7949 0.1458 1.5539
H 3.225 0.668 -0.721 -0.7051 0.3008 0.1179
H 1.703 1.547 -0.332 -1.5933 3.3985 1.5403
H -1.131 0.704 -0.391 0.0062 -0.2529 -1.0721
H 2.206 -1.336 -0.192 -1.8816 0.7799 -0.7616
```
Forces are in eV/Å.

Results
Calculated total energy (eV): -22903.2106
Gap between HOMO and LUMO (eV): 8.399
HOMO energy (eV): -8.51
Relative energy (zero: lowest compared OMol25 entry of this formula, charge and spin) (kcal/mol): 103.95
Structure (SMILES): Cl/C=C/N=C\C=N\C1CC1
Charge: 0

Charges per atom according to Löwdin partitioning, unit e: atom 1 (C): -0.178, atom 2 (C): -0.098, atom 3 (C): -0.226, atom 4 (C): -0.121, atom 5 (C): -0.092, atom 6 (C): -0.576, atom 7 (C): -0.331, atom 8 (N): 0.065, atom 9 (N): 0.034, atom 10 (Cl): 0.628, atom 11 (H): 0.090, atom 12 (H): 0.144, atom 13 (H): 0.101, atom 14 (H): 0.071, atom 15 (H): 0.143, atom 16 (H): 0.117, atom 17 (H): 0.051, atom 18 (H): 0.013, atom 19 (H): 0.165